# C31H33BrCl2N7O5V

A molecular structure, C31H33BrCl2N7O5V at a distorted geometry (wB97M-V/def2-TZVPD, the OMol25 dataset).

Geometry as XYZ:
```
80
Properties=species:S:1:pos:R:3:forces:R:3:mulliken_charge:R:1
V -0.88158 -0.70842 -0.14395 0.647 0.437 0.384 1.17
O -1.04693 -1.11854 -2.24716 -0.443 -0.020 0.112 -0.31
C -2.41840 -1.39447 -2.62241 0.230 0.096 0.320 -0.70
C -3.31865 -1.58825 -1.41579 0.242 0.125 0.119 0.65
C -4.57612 -2.13880 -1.58691 -0.095 -0.008 -0.148 -1.05
C -5.39557 -2.30494 -0.48745 -0.136 -0.034 0.020 -0.29
C -4.92484 -1.93222 0.76261 -0.079 -0.010 0.068 -1.10
C -3.65282 -1.41226 0.86062 0.189 0.146 -0.283 -0.40
N -2.85544 -1.22318 -0.20883 -1.060 -0.546 -0.064 0.65
H -0.78874 -0.23037 -2.54515 -0.019 -0.075 -0.147 -0.08
H -2.42047 -2.30350 -3.21242 0.056 -0.167 -0.113 0.49
H -2.79987 -0.59073 -3.24692 -0.022 0.150 -0.041 0.40
H -4.90584 -2.43025 -2.57756 0.018 0.000 0.057 0.50
H -6.38743 -2.72664 -0.60184 0.076 0.023 0.011 0.41
H -5.53007 -2.05227 1.65232 0.053 0.004 -0.065 0.45
H -3.22993 -1.13074 1.81545 0.038 0.010 0.005 0.53
Cl -3.77566 4.37105 4.10749 0.085 -0.071 -0.025 -0.21
C -2.86534 3.08419 3.37550 -0.031 0.017 0.262 0.11
C -2.23936 2.13898 4.19656 0.020 0.039 0.181 -0.82
C -1.54903 1.10546 3.61949 -0.133 0.181 0.035 0.90
Cl -0.78554 -0.06438 4.69422 -1.756 2.935 1.181 -0.46
C -1.44892 0.91975 2.22492 0.409 -0.569 -0.311 -0.53
O -0.82933 -0.13113 1.73379 -0.345 0.468 0.104 -0.12
C -2.04925 1.92947 1.42064 0.065 0.098 -0.235 1.32
C -1.92971 1.94545 -0.00731 0.398 -0.604 -0.169 -0.72
O -1.36299 1.02740 -0.69444 -0.758 0.765 0.410 -0.51
C -2.76086 2.98988 2.02107 0.044 0.026 -0.222 -1.20
H -2.29766 2.22003 5.27191 -0.048 0.019 0.028 0.53
H -2.32807 2.80691 -0.53633 -0.019 0.063 -0.123 0.31
H -3.23326 3.73452 1.38806 0.058 -0.059 0.051 0.46
N 1.22580 -0.75179 -0.36824 0.413 -0.202 0.163 0.43
C 1.76965 -1.75452 0.57028 -0.135 0.311 -0.267 1.52
C 3.20205 -2.15257 0.20898 -0.025 -0.070 -0.134 -0.79
C 3.94903 -3.09096 1.15411 0.092 -0.009 0.030 -1.09
C 3.92793 -2.63144 2.60887 -0.171 -0.076 -0.063 -0.79
N 2.58417 -2.88244 3.14660 0.441 0.042 0.073 -0.21
C 1.83214 -1.98230 3.76090 -0.673 -0.327 0.067 0.49
N 2.38079 -0.90787 4.34240 0.084 0.109 0.017 -0.23
N 0.50763 -2.15371 3.78040 1.633 -1.799 -0.730 -0.27
C 0.74013 -2.90496 0.63786 -0.478 -0.025 -0.130 -0.05
O 1.04528 -4.02362 1.05209 0.168 0.387 0.208 -0.77
O -0.46064 -2.56758 0.29862 0.477 -0.727 0.105 -0.45
H 1.45908 -1.01582 -1.31932 0.033 0.068 -0.098 -0.05
H 1.56880 0.19922 -0.23071 0.115 0.085 0.055 0.26
H 1.75272 -1.27398 1.55295 -0.070 0.051 -0.205 -0.30
H 3.77574 -1.22517 0.12413 -0.018 0.056 -0.037 0.37
H 3.18339 -2.60170 -0.78932 0.042 -0.001 0.013 0.37
H 4.99138 -3.14805 0.84023 0.024 0.009 -0.066 0.50
H 3.54110 -4.10125 1.08063 0.041 0.055 0.090 0.34
H 4.14884 -1.56229 2.67099 0.017 0.007 -0.056 0.39
H 4.68602 -3.16208 3.18393 -0.083 -0.053 0.103 0.34
H 2.04501 -3.53217 2.57799 -0.033 -0.378 -0.072 0.30
H 3.36906 -0.87482 4.51142 0.024 -0.020 0.017 0.24
H 1.80252 -0.21762 4.78847 -0.060 -0.043 0.031 0.15
H 0.11162 -2.82908 3.13721 0.103 -0.020 0.117 0.26
H -0.09322 -1.41735 4.10890 0.284 -0.836 -0.624 0.18
Br 0.37413 -0.32964 -8.45805 -0.012 -0.034 -0.122 -0.16
C 0.57980 0.22184 -6.67101 -0.035 0.051 0.052 0.09
C 1.19066 -0.62397 -5.76009 0.059 -0.011 0.193 -0.76
C 1.31980 -0.21632 -4.43897 0.114 -0.243 -0.157 0.31
C 0.87581 1.03461 -4.03278 0.166 0.133 0.401 -0.35
C 0.25045 1.86487 -4.95734 -0.158 0.123 -0.119 -0.13
C 0.09830 1.46048 -6.27714 -0.005 0.054 0.124 -0.82
N 1.04275 1.37731 -2.65326 -0.266 -0.593 -0.488 0.07
C 1.27983 2.57711 -2.35724 0.187 0.642 0.358 -0.48
C 1.37322 3.08009 -0.95476 0.008 -0.225 -0.448 0.41
C 1.42631 4.44428 -0.73666 -0.025 0.363 0.046 -0.87
C 1.45730 4.91506 0.57177 -0.017 0.078 -0.142 -0.52
C 1.44495 4.00160 1.60733 -0.011 -0.108 0.122 -0.80
C 1.42149 2.64622 1.28959 -0.061 0.088 -0.159 -0.25
N 1.38630 2.19747 0.04016 0.130 -0.321 0.375 -0.22
H 1.55933 -1.59162 -6.07705 -0.032 0.062 0.031 0.45
H 1.78920 -0.87173 -3.71427 -0.004 0.028 -0.043 0.33
H -0.15304 2.82299 -4.64929 0.028 -0.047 0.000 0.51
H -0.39978 2.10293 -6.99181 0.032 -0.028 0.032 0.42
H 1.43003 3.33874 -3.12955 -0.034 0.042 0.010 0.58
H 1.43382 5.13047 -1.57728 -0.004 -0.051 0.087 0.42
H 1.48809 5.97930 0.77298 -0.003 -0.061 -0.021 0.45
H 1.45516 4.32193 2.64251 0.010 -0.028 -0.082 0.45
H 1.41775 1.88995 2.07169 0.005 0.054 -0.061 0.34
```
Positions in Å, forces in eV/Å.

Output
Total charge: +1
E (eV): -174123.72213
Relative energy (zero: lowest compared OMol25 entry of this formula, charge and spin) (kJ/mol): 31.17
M (g mol⁻¹): 785.40
LUMO (spin up / spin down) (eV): -2.63 / -2.63
2S+1: 2

---

# C31H33BrCrN3O3S2Si

A molecular structure, C31H33BrCrN3O3S2Si at a distorted geometry (wB97M-V/def2-TZVPD, the OMol25 dataset).

Geometry as XYZ:
```
75
Properties=species:S:1:pos:R:3:forces:R:3:mulliken_charge:R:1
Cr 0.32830 0.43501 0.30394 0.774 -1.375 -0.491 0.02
C 0.67602 3.21115 -2.19177 0.028 -0.052 0.114 -1.70
C 1.58326 3.03973 -1.00914 0.369 1.308 -0.270 0.66
C 2.53529 4.00644 -0.67728 -0.815 -0.246 -0.834 -1.43
C 3.36024 3.87227 0.44280 0.197 -1.032 0.997 -1.10
C 3.34761 2.71325 1.19106 -0.673 0.981 -1.064 -0.78
C 4.20942 2.34952 2.24740 0.579 -0.902 0.895 -0.58
C 4.27070 1.14455 2.91937 0.716 1.431 -0.247 -0.83
C 3.40794 0.02026 2.92626 -1.374 -0.469 -0.154 -0.72
C 2.13290 -0.01745 2.43723 1.183 -0.167 1.142 0.17
S 1.05768 -1.34410 2.34803 -0.965 0.066 -1.354 -0.33
C 2.44216 1.62849 0.70804 1.251 0.338 -0.390 3.83
N 1.44384 1.94856 -0.28128 -0.394 -0.810 0.460 -0.17
H 0.27848 4.22213 -2.24404 -0.049 0.052 -0.026 0.41
H -0.13764 2.48910 -2.15215 -0.056 -0.006 -0.104 0.18
H 1.24156 3.02304 -3.10453 -0.020 -0.029 -0.055 0.37
H 2.60458 4.89020 -1.28734 -0.045 0.115 -0.148 0.45
H 4.01507 4.68538 0.71616 0.177 0.109 0.079 0.50
H 4.96855 3.07872 2.50829 0.085 0.017 0.002 0.30
H 5.14225 1.01727 3.55370 -0.041 0.159 0.082 0.35
H 3.77354 -0.86946 3.42148 0.000 -0.133 -0.133 0.51
C 0.03832 3.75443 2.22958 0.317 -0.619 0.230 -1.16
Si 0.94653 2.28940 3.05699 -0.565 0.892 1.206 1.00
C -0.21670 1.25967 4.17814 0.353 0.302 -0.444 -1.31
C 2.16092 3.12700 4.26807 -0.246 -0.433 -0.490 -1.65
N 1.57992 1.13541 1.81973 0.136 0.118 0.088 0.59
C 3.28236 0.51092 0.05432 0.025 -0.322 -0.138 0.62
C 2.64242 -0.62547 -0.43510 0.305 0.549 0.242 -0.92
C 3.35335 -1.64606 -1.04130 -0.367 -0.138 -0.042 -0.47
C 4.72205 -1.52495 -1.21465 0.009 0.102 0.053 -0.98
C 5.35104 -0.35278 -0.83463 -0.059 0.022 -0.038 -0.85
C 4.63827 0.65904 -0.21326 -0.145 0.040 0.024 -0.72
H -1.03978 3.64363 2.26721 -0.203 -0.096 0.022 0.36
H 0.33560 3.90991 1.20023 0.118 0.074 -0.272 0.19
H 0.28003 4.66042 2.77617 0.145 0.127 0.141 0.55
H -1.23980 1.61580 4.12378 -0.241 0.188 -0.050 0.34
H 0.10198 1.34832 5.21300 0.124 0.115 0.139 0.47
H -0.22532 0.20050 3.94241 0.052 -0.083 -0.087 0.27
H 1.55795 3.64031 5.01271 -0.312 0.060 0.118 0.48
H 2.78744 3.86817 3.78629 0.063 0.109 -0.118 0.36
H 2.80493 2.42758 4.78893 0.050 -0.155 0.057 0.38
H 1.55575 -0.75445 -0.32526 0.540 -0.786 -0.440 1.27
H 2.83678 -2.52632 -1.38938 -0.105 -0.119 -0.020 0.59
H 5.29343 -2.32850 -1.65359 -0.023 -0.067 -0.129 0.41
H 6.40141 -0.21159 -1.03477 0.154 -0.021 0.032 0.45
H 5.14793 1.56635 0.07112 -0.003 0.026 0.040 0.44
C -3.33364 -5.37224 1.38029 0.012 -0.008 -0.071 -1.51
C -2.49279 -4.59307 0.41155 0.016 -0.008 0.030 0.95
C -1.21461 -4.16050 0.73542 -0.137 -0.029 0.049 -0.82
C -0.46522 -3.42277 -0.16271 0.165 0.168 -0.336 -0.18
C -0.97384 -3.12323 -1.42208 -0.465 -0.392 0.696 0.15
C -2.24666 -3.57097 -1.76611 0.085 0.034 -0.111 -0.29
C -2.98870 -4.29381 -0.85332 0.069 -0.020 0.068 -0.79
S -0.81303 -0.80682 -2.66203 0.817 -0.491 -0.238 0.33
O -2.23464 -0.91106 -2.89267 -0.151 -0.032 0.087 -0.50
O -0.22163 -2.39973 -2.29635 -0.029 0.908 -0.570 -0.55
O -0.60916 -0.17064 -1.27695 0.023 0.428 0.951 -0.41
H -2.80875 -5.54035 2.31697 0.017 -0.021 0.080 0.35
H -3.59905 -6.33880 0.95509 -0.050 -0.112 0.046 0.35
H -4.26195 -4.84239 1.59189 -0.066 -0.003 0.072 0.33
H -0.79199 -4.39540 1.70236 0.018 -0.020 0.117 0.31
H 0.52843 -3.09107 0.10303 0.091 0.048 -0.004 0.58
H -2.64535 -3.33370 -2.73901 -0.004 -0.025 -0.076 0.47
H -3.97320 -4.64631 -1.12778 -0.116 0.006 -0.049 0.39
Br -3.89027 4.14107 -0.44776 0.104 -0.205 0.099 -0.17
C -3.22861 2.59470 0.42176 -0.291 0.181 0.054 -0.59
C -4.05903 1.81732 1.21659 0.641 -0.232 -0.054 -0.08
C -3.47842 0.71186 1.83234 -0.292 0.433 -0.182 -1.26
C -2.14361 0.44083 1.62780 0.213 -0.285 0.042 -0.29
N -1.34531 1.19826 0.85437 -1.927 0.486 0.815 0.64
C -1.89617 2.26831 0.26797 0.226 -0.055 -0.125 -0.35
H -5.10132 2.05655 1.34520 -0.108 0.051 0.000 0.48
H -4.06845 0.06650 2.46251 0.015 -0.101 0.056 0.51
H -1.67907 -0.42409 2.08412 0.052 -0.012 0.009 0.60
H -1.24371 2.87687 -0.33575 0.023 0.066 -0.078 0.54
```
Positions in Å, forces in eV/Å.

Output
E (eV): -171306.30617
Relative energy (zero: lowest compared OMol25 entry of this formula, charge and spin) (kJ/mol): 328.99
M (g mol⁻¹): 719.74
LUMO (spin up / spin down) (eV): -1.71 / -0.78
2S+1: 2